Entry 1:
Density functional theory data (the ωB97M-V functional and the def2-TZVPD basis) for the ion C9H21ClFN5O3P with charge +1 at a distorted geometry.

```
41
Properties=species:S:1:pos:R:3:nbo_charge:R:1
N -1.14172 2.64928 2.86256 -0.84
C -1.97367 1.91647 1.86377 -0.25
C -1.93335 2.58595 0.43738 0.09
O -2.66715 1.79937 -0.52071 -0.70
C -0.47087 2.97130 -0.05673 -0.30
N 0.09561 2.04692 -1.07033 -0.49
C 0.94959 1.11701 -0.74133 0.74
N 1.48107 0.17688 -1.69559 -0.61
C 1.01048 -1.17608 -1.23911 0.40
C -0.51316 -1.34793 -1.68585 -0.29
N -1.37598 -2.11866 -0.78964 -0.83
C 1.85392 -2.22618 -2.10246 -0.45
C 1.44163 -3.70382 -1.74758 0.04
F 1.06748 -4.37072 -2.93043 -0.36
O 1.29358 -1.47614 0.10789 -0.52
C 0.91654 -0.42365 0.99540 -0.09
P 1.76525 -0.81785 2.68535 1.07
O 0.48412 -0.79966 3.81913 -0.96
Cl 2.48186 -2.78314 2.53635 -0.24
N 1.42515 0.91606 0.62343 -0.67
H -1.70476 3.44308 3.18312 0.37
H -1.06924 2.01450 3.66211 0.36
H -3.04901 2.01406 2.20591 0.21
H -1.77264 0.82118 1.86439 0.20
H -2.48978 3.56679 0.52354 0.18
H -2.64394 2.27361 -1.36437 0.47
H 0.22677 3.16718 0.80589 0.29
H -0.57074 3.97237 -0.57081 0.23
H -0.20802 2.15058 -2.03577 0.44
H 1.08943 0.38156 -2.62423 0.39
H -0.50122 -1.89751 -2.67275 0.23
H -1.01535 -0.35832 -1.91646 0.18
H -1.42018 -3.10610 -1.01561 0.38
H -1.21042 -1.94462 0.19415 0.36
H 1.69779 -2.01326 -3.19883 0.24
H 2.94168 -2.07481 -1.88735 0.23
H 0.63057 -3.72009 -0.97960 0.18
H 2.32032 -4.23993 -1.30518 0.19
H -0.17961 -0.38727 1.22291 0.20
H 0.28253 0.14140 3.96711 0.50
H 2.45546 0.86021 0.59035 0.42
```

Results
Structure (SMILES): NC[C@H](O)CNC1=[NH+][C@@](CN)(CCF)O[C@@H](P(O)Cl)N1
Gap between HOMO and LUMO (eV): 8.23
LUMO level (eV): -3.99
Net charge: +1
DFT total energy (a.u.): -1756.163557
HOMO level (eV): -12.22


Entry 2:
Density functional theory data (the ωB97M-V functional and the def2-TZVPD basis) for an isolated molecule of C9H21ClO3Si at a distorted geometry.

```
35
Properties=species:S:1:pos:R:3:nbo_charge:R:1
C -3.39548 -0.21257 0.36595 -0.63
C -2.34031 -0.06619 1.44166 -0.06
O -1.30440 0.81091 1.01972 -0.92
Si -0.06363 0.13333 0.12896 2.37
C 1.08369 -0.50655 1.39991 -0.99
C 2.45428 -0.74855 0.82068 -0.42
C 3.38176 -1.32389 1.87001 -0.37
Cl 2.78251 -2.88253 2.43186 -0.07
O 0.77291 1.28992 -0.72149 -0.92
C 0.92552 2.63027 -0.31202 -0.05
C -0.39485 3.36439 -0.00164 -0.65
O -0.60024 -1.05969 -0.92505 -0.92
C -0.50845 -0.92109 -2.31322 -0.06
C -0.43742 -2.25913 -3.05707 -0.63
H -2.97074 -0.69147 -0.52007 0.22
H -3.77390 0.77695 0.11058 0.21
H -4.25241 -0.81622 0.68583 0.21
H -1.89836 -1.00878 1.68050 0.16
H -2.80183 0.28615 2.36288 0.18
H 1.08549 0.17301 2.25117 0.24
H 0.70397 -1.46961 1.79281 0.25
H 2.40134 -1.42780 -0.02128 0.21
H 2.84629 0.20177 0.40543 0.22
H 4.39469 -1.46698 1.51319 0.21
H 3.46514 -0.65476 2.74335 0.21
H 1.61878 2.64781 0.55745 0.16
H 1.47024 3.11203 -1.13195 0.18
H -1.15184 3.07739 -0.74200 0.21
H -0.28221 4.43068 0.04457 0.21
H -0.78451 3.09098 1.00061 0.23
H 0.36918 -0.24907 -2.48615 0.18
H -1.44512 -0.42048 -2.63479 0.16
H -0.43841 -2.12215 -4.15337 0.22
H 0.44527 -2.87327 -2.78235 0.21
H -1.35697 -2.84476 -2.82471 0.21
```

Results
Structure (SMILES): CCO[Si](CCCCl)(OCC)OCC
ΔE to the lowest compared entry with this formula, charge and spin (kcal/mol): 0.00
Gap between HOMO and LUMO (eV): 10.89
LUMO level (eV): 0.90
Net charge: 0
DFT total energy (a.u.): -1331.047606
HOMO level (eV): -9.98